Below is a cluster of 9 separate species, C32H69FO20S6 in total at a distorted geometry, with properties calculated with the ωB97M-V functional and the def2-TZVPD basis.

Output
SMILES ... CCOS(C)(=O)=O.CCOS(C)(=O)=O.CCOS(C)(=O)=O.CCOS(C)(=O)=O.CCOS(C)(=O)=O.CCOS(C)(=O)=O.Fc1ccccc1.C1CCOC1.C1CCOC1
Kohn-Sham gap ... 8.603 eV
HOMO ... -0.323 Ha
Largest force on an atom ... 4.259 eV Å⁻¹
Energy ... -5254.18330 Eh

Each line ends with the Mulliken charge.
Element x y z (Å)
C  -1.61  2.07  3.15  -1.346
C  -1.11  2.75  1.92  0.185
O  -1.05  4.17  2.20  -0.227
S  0.30  4.93  1.75  1.109
C  -0.09  6.62  2.51  -0.959
O  1.51  4.41  2.47  -0.590
O  0.28  5.12  0.30  -0.541
H  -1.92  1.02  3.16  0.290
H  -2.54  2.50  3.52  0.364
H  -0.90  2.25  3.95  0.342
H  -0.17  2.30  1.62  0.296
H  -1.78  2.66  1.07  0.069
H  -0.44  6.43  3.53  0.324
H  -0.91  7.12  1.99  0.317
H  0.80  7.21  2.30  0.360
C  -1.72  -3.25  0.11  -0.504
C  -2.54  -3.99  -0.98  -0.361
O  -1.62  -4.94  -1.59  -0.386
S  -1.35  -6.42  -0.93  1.132
C  -2.57  -7.35  -1.90  -0.895
O  -0.06  -6.92  -1.33  -0.589
O  -1.78  -6.41  0.48  -0.583
H  -0.77  -2.90  -0.27  0.306
H  -1.57  -3.87  1.00  0.438
H  -2.29  -2.44  0.56  -0.046
H  -3.39  -4.56  -0.62  0.312
H  -2.82  -3.31  -1.79  0.231
H  -3.57  -6.95  -1.70  0.290
H  -2.48  -8.34  -1.46  0.350
H  -2.38  -7.34  -2.97  0.322
C  -7.00  1.74  -5.47  -1.313
C  -5.69  1.83  -4.71  0.441
O  -4.59  1.79  -5.65  -0.357
S  -3.07  2.16  -5.06  1.183
C  -2.72  0.67  -4.08  -0.507
O  -2.14  2.24  -6.17  -0.610
O  -3.14  3.22  -4.06  -0.591
H  -7.69  1.19  -4.83  0.327
H  -6.85  1.36  -6.48  0.321
H  -7.62  2.63  -5.60  0.333
H  -5.73  2.68  -4.03  0.084
H  -5.68  0.96  -4.05  0.065
H  -3.43  0.37  -3.31  0.079
H  -1.75  0.82  -3.62  0.008
H  -2.72  -0.15  -4.80  0.461
C  1.03  5.31  -3.87  -1.258
C  1.80  4.07  -3.95  -0.100
O  1.51  3.33  -5.07  -0.264
S  2.40  1.92  -5.27  0.978
C  1.22  1.04  -6.39  -0.719
O  3.63  2.29  -5.92  -0.613
O  2.33  1.17  -4.00  -0.414
H  -0.03  5.13  -3.67  0.249
H  0.88  5.96  -4.73  0.357
H  1.43  5.97  -3.10  0.351
H  2.82  4.42  -4.12  0.245
H  1.89  3.48  -3.03  0.377
H  1.47  1.37  -7.40  0.372
H  0.17  1.24  -6.16  0.066
H  1.45  -0.02  -6.27  0.375
C  -5.23  3.34  -0.67  -0.822
C  -6.02  2.07  -0.36  -0.342
O  -5.34  1.03  -1.01  -0.081
S  -4.62  -0.26  -0.12  0.886
C  -6.24  -0.86  0.50  -1.136
O  -4.04  -1.23  -1.06  -0.557
O  -3.71  0.18  0.96  -0.467
H  -4.21  3.12  -0.37  0.074
H  -5.64  4.12  -0.03  0.408
H  -5.29  3.65  -1.71  0.188
H  -6.11  2.01  0.72  0.399
H  -6.96  2.10  -0.91  0.242
H  -5.99  -1.91  0.65  0.443
H  -6.96  -0.59  -0.27  0.355
H  -6.45  -0.30  1.41  0.360
C  6.63  -3.60  -0.54  -1.078
C  7.07  -3.12  0.87  0.168
O  6.21  -3.60  1.88  -0.319
S  5.84  -2.55  3.04  1.195
C  4.62  -3.36  4.01  -0.864
O  7.03  -2.39  3.90  -0.673
O  5.22  -1.42  2.42  -0.531
H  7.28  -3.39  -1.39  0.363
H  5.76  -2.96  -0.69  0.182
H  6.39  -4.66  -0.59  0.326
H  8.09  -3.52  0.97  0.311
H  7.31  -2.06  0.80  -0.046
H  4.94  -4.40  4.02  0.368
H  3.69  -3.15  3.47  0.226
H  4.60  -2.79  4.95  0.338
F  -0.42  -1.03  2.64  -0.258
C  0.29  -0.70  1.53  0.395
C  -0.33  -0.35  0.36  -0.016
C  0.35  -0.05  -0.78  -0.939
C  1.75  -0.06  -0.75  -0.595
C  2.44  -0.42  0.46  -0.180
C  1.72  -0.79  1.54  -0.814
H  -1.41  -0.38  0.38  0.402
H  -0.14  0.19  -1.71  0.599
H  2.33  0.37  -1.55  0.650
H  3.52  -0.54  0.49  0.366
H  2.19  -0.92  2.50  0.486
C  -1.29  -1.74  7.44  -0.477
C  -1.08  -2.97  8.19  -0.407
C  -1.76  -4.09  7.46  -0.460
O  -1.76  -3.69  6.07  -0.420
C  -1.65  -2.31  6.01  -0.008
H  -0.42  -1.09  7.52  0.305
H  -2.07  -1.16  7.93  0.266
H  -1.43  -2.85  9.21  0.318
H  0.01  -3.08  8.24  0.216
H  -2.76  -4.25  7.86  0.267
H  -1.25  -5.06  7.47  0.282
H  -2.53  -1.90  5.51  0.205
H  -0.95  -2.09  5.20  -0.077
C  7.49  1.05  -0.13  -0.849
C  6.12  0.50  -0.37  0.245
C  5.40  1.78  -0.65  -0.197
O  5.82  2.72  0.34  -0.424
C  7.16  2.30  0.75  -0.544
H  8.03  1.34  -1.03  0.359
H  8.18  0.43  0.45  0.358
H  5.83  -0.05  0.53  -0.295
H  6.03  -0.19  -1.20  0.451
H  4.32  1.74  -0.56  0.042
H  5.59  2.22  -1.63  0.241
H  7.18  1.90  1.77  0.330
H  7.99  2.97  0.53  0.326

---

Below is a cluster of 2 separate species, C2H6N2O2 in total at a distorted geometry, with properties calculated with the ωB97M-V functional and the def2-TZVPD basis.

Output
SMILES ... C=NN=O.CO
Kohn-Sham gap (alpha / beta) ... 8.491 / 8.488 eV
HOMO (alpha / beta) ... -0.333 / -0.333 Ha
Largest force on an atom ... 5.342 eV Å⁻¹
Energy above the lowest of the compared OMol25 structures with the same formula, charge and spin ... 7.2230 eV
Energy ... -339.56722 Eh

Each line ends with the natural charge from an NBO analysis.
Element x y z (Å)
C  -1.94  0.96  0.03  -0.146
N  -1.84  -0.25  0.34  -0.139
N  -1.12  -1.24  0.29  0.268
O  -1.34  -2.45  0.37  -0.378
H  -1.45  1.69  0.60  0.209
H  -2.19  1.21  -1.08  0.184
C  1.94  -0.07  0.06  -0.260
O  0.88  0.68  0.44  -0.697
H  2.23  0.16  -0.99  0.144
H  1.64  -1.15  -0.09  0.155
H  2.94  -0.12  0.51  0.194
H  0.26  0.58  -0.47  0.465